No. 1
C21H31CaF5P2S | the ωB97M-V functional and the def2-TZVPD basis

The energy relative to the best compared isomer or geometry (same formula, charge and spin) comes out at 108.55 kJ/mol. Its HOMO-LUMO gap is 6.75 eV. As for the charge: 0.

```
61
C21H31CaF5P2S, DFT the ωB97M-V functional and the def2-TZVPD basis
P 0.4969 -1.3541 -2.1176
P 1.4588 2.4041 -1.0613
C 0.9276 0.1996 -2.9654
C 2.0093 1.1495 -2.3561
H -0.0212 0.7284 -3.1667
H 1.3007 -0.1998 -3.9305
H 2.8705 0.5697 -1.9843
H 2.3338 1.7931 -3.1830
C 0.1472 3.1253 -2.1130
H -0.3449 3.9824 -1.6349
H -0.6327 2.3657 -2.3028
H 0.6083 3.4639 -3.0592
C 2.6082 3.8887 -0.8644
H 2.0490 4.6961 -1.3625
H 3.5709 3.7933 -1.4327
H 2.8551 4.1773 0.1880
C -0.5576 -2.2648 -3.3972
H -0.8740 -3.2444 -3.0016
H 0.0812 -2.4486 -4.2798
H -1.4574 -1.7087 -3.7034
C 1.9233 -2.4885 -2.2123
H 2.8306 -1.8678 -2.1782
H 1.8747 -3.0351 -3.1636
H 1.8918 -3.2133 -1.3801
Ca 2.1372 1.2945 0.9686
C -2.2543 0.4123 -1.3061
C -3.1220 -0.2213 -2.0833
C -3.9303 -1.4503 -1.8424
C -3.6300 -2.3025 -0.6096
C -2.3198 -2.9927 -0.7031
C -1.1301 -2.3661 -0.4530
C -0.8910 -1.0729 0.2816
C -1.9088 0.0850 0.1377
C 2.6010 -0.8601 1.6225
H -1.9934 1.4553 -1.5686
H -3.3878 0.2200 -3.0452
H -3.9049 -2.1047 -2.7188
H -4.9825 -1.1462 -1.8245
H -3.6836 -1.7474 0.3255
H -4.4070 -3.0538 -0.5510
H -2.3125 -4.0899 -0.8378
H -0.2607 -3.0574 -0.4124
H 0.0572 -0.5737 -0.0895
H -0.6306 -1.2581 1.3280
H -2.7671 -0.0748 0.7918
H -1.3443 0.9223 0.5829
H 3.2581 -0.5702 2.4650
H 3.1345 -1.5169 0.9248
H 1.6925 -1.3305 2.0071
F 1.1288 0.1879 7.8594
C 0.9140 0.6257 6.6014
C 1.9807 1.0546 5.8115
F 3.2121 1.0879 6.3614
C 1.7676 1.4375 4.4953
F 2.8256 1.9074 3.7120
C 0.4617 1.4354 3.9409
S 0.0161 2.0199 2.3830
C -0.5940 1.0592 4.8036
F -1.8575 1.1631 4.3113
C -0.3933 0.6449 6.1098
F -1.4317 0.2644 6.8830
```


No. 2
C21H31Cl2N7O | the ωB97M-V functional and the def2-TZVPD basis

Its HOMO-LUMO gap is 7.53 eV. The SMILES is [H]/N=C(/N)NCCCCc1c(NCC)c(N(C)C(C)=O)cc2nc([C@@H](Cl)[C@H](C)Cl)cnc12. As for the charge: 0.

```
62
C21H31Cl2N7O, DFT the ωB97M-V functional and the def2-TZVPD basis
H -3.9293 -1.4079 4.1808
N -4.2717 -1.6789 3.2334
C -4.6441 -0.5558 2.6428
N -5.2138 -0.6574 1.2645
N -4.5383 0.8022 3.2353
C -3.1063 1.1653 3.5602
C -2.5194 2.2593 2.5262
C -1.1139 1.8095 1.8438
C -1.3685 0.4004 1.1161
C -0.2067 -0.0055 0.0645
C -0.6310 -0.2844 -1.3941
N -2.0031 -0.2095 -1.9401
C -2.5146 1.2039 -2.0464
C -1.3769 2.3309 -2.1419
C 0.5180 -0.7289 -2.4088
N 0.2697 -1.0694 -3.8239
C -0.6678 -2.2221 -3.9920
C -0.0997 0.1009 -4.6374
C -1.5348 0.2331 -5.3297
O 0.7427 1.0278 -4.8469
C 1.9649 -0.8399 -1.8950
C 2.4100 -0.5323 -0.3991
N 3.8145 -0.6604 -0.1171
C 4.0108 -0.3413 1.2581
C 5.5499 -0.3805 1.7816
Cl 5.9003 0.8531 3.0948
C 6.0291 -1.8412 2.2524
C 7.6290 -1.9392 1.9489
Cl 5.2459 -3.2317 1.3370
C 2.9289 0.0328 2.3095
N 1.5479 0.1386 1.9730
C 1.2853 -0.1269 0.5852
H -4.4431 -1.0182 0.6854
H -5.4940 0.2979 1.0007
H -5.0349 0.7869 4.1389
H -3.1217 1.6629 4.5954
H -2.4645 0.2234 3.6366
H -3.2910 2.3306 1.6683
H -2.4417 3.2963 3.0300
H -0.3387 1.7747 2.6798
H -0.8752 2.5818 1.0281
H -1.4092 -0.4647 1.8880
H -2.4172 0.3978 0.6235
H -2.6046 -0.6490 -1.2127
H -3.2684 1.4958 -1.2279
H -3.1049 1.2530 -3.0447
H -0.7628 2.4668 -1.1785
H -1.9326 3.3395 -2.2897
H -0.6909 2.2311 -3.0618
H -0.3423 -3.0513 -3.2762
H -1.7641 -1.9909 -3.7657
H -0.6284 -2.5505 -5.1017
H -1.4917 -0.3868 -6.3089
H -1.8185 1.2970 -5.6312
H -2.4018 -0.1927 -4.7093
H 2.7732 -1.1593 -2.6483
H 6.1756 -0.0593 0.8632
H 5.7986 -2.0066 3.3729
H 7.8642 -1.4986 0.9087
H 7.9841 -3.0367 2.0063
H 8.2128 -1.2761 2.6993
H 3.2269 0.2603 3.3958
```


No. 3
C21H31Cl30FN3O2 | the ωB97M-V functional and the def2-TZVPD basis

Its HOMO-LUMO gap is 8.32 eV. As for the charge: +1.

```
88
C21H31Cl30FN3O2, DFT the ωB97M-V functional and the def2-TZVPD basis
C 1.9110 -2.3532 -0.2472
C 1.7695 -0.8234 0.1160
F 3.0591 -0.3671 0.4337
C 1.3797 0.0250 -1.1469
O 1.4987 1.3937 -0.7949
C 0.3164 2.1619 -0.6978
C -1.0255 1.4000 -0.6043
C -1.3519 0.7458 0.7746
C -2.0596 -0.6390 0.7060
C -2.7672 -0.9890 2.0622
C -3.7381 -2.2099 1.9471
N -3.2656 -3.3072 1.0853
N -1.0820 0.4720 -1.7849
C 0.0683 -0.4697 -1.7951
O 0.3387 -0.7831 -3.1981
C -0.4289 -1.8583 -3.4753
N -0.9538 -2.8954 -3.4256
H 2.2589 -2.5005 -1.2870
H 2.6059 -2.7951 0.4692
H 0.9353 -2.8381 -0.0502
H 1.1512 -0.5707 0.9750
H 2.1926 -0.1898 -1.8739
H 0.2477 2.9003 -1.5324
H 0.3903 2.7851 0.2183
H -1.8191 2.1544 -0.7802
H -0.4766 0.7135 1.4545
H -2.0681 1.4211 1.2854
H -2.8816 -0.6036 -0.0474
H -1.3597 -1.4678 0.5016
H -1.9579 -1.2958 2.7584
H -3.3054 -0.1247 2.4902
H -4.7120 -1.8638 1.5489
H -3.8610 -2.6411 2.9613
H -3.7701 -3.3501 0.2099
H -2.2636 -3.3099 0.9500
H -1.9929 0.0109 -1.9099
H -0.9821 1.0722 -2.6185
H -0.2469 -1.4240 -1.3384
C 0.3033 0.4177 -6.9129
Cl 2.0216 0.8094 -7.0055
Cl -0.3054 -0.0854 -8.4863
Cl 0.0205 -0.8439 -5.6959
H -0.2340 1.3084 -6.6093
C 1.8168 -2.3886 4.0611
Cl 2.8875 -1.4093 5.0626
Cl 0.1429 -2.2311 4.5982
Cl 1.9592 -1.9248 2.3535
H 2.1108 -3.4272 4.1617
C 4.4681 3.6260 -7.0323
Cl 3.6033 5.1394 -6.7314
Cl 4.9247 3.4972 -8.7321
Cl 5.8893 3.5087 -5.9947
H 3.8048 2.8037 -6.7958
C -1.1010 -2.7320 8.5756
Cl 0.2561 -2.1243 7.6240
Cl -1.1886 -1.8913 10.1265
Cl -2.6076 -2.5572 7.6674
H -0.9423 -3.7818 8.7733
C 7.8790 5.7777 -9.8550
Cl 7.0164 7.2914 -9.5563
Cl 8.3369 5.6487 -11.5550
Cl 9.3015 5.6578 -8.8162
H 7.2145 4.9535 -9.6180
C -0.1407 5.4557 -7.7258
Cl -0.7372 6.0820 -6.1851
Cl -0.2757 3.6907 -7.7732
Cl -1.0129 6.1792 -9.0728
H 0.9075 5.7163 -7.8168
C -4.4279 -5.5730 9.3641
Cl -2.6903 -5.2826 9.5184
Cl -4.8325 -6.0486 7.7128
Cl -4.9570 -6.7997 10.5140
H -4.9463 -4.6481 9.5888
C -2.3765 -3.2712 -8.9271
Cl -3.5084 -2.1180 -9.6390
Cl -2.2774 -3.0450 -7.1762
Cl -2.8454 -4.9259 -9.3150
H -1.3947 -3.0880 -9.3482
C -1.7155 1.8434 8.1236
Cl -3.4816 1.7994 8.1500
Cl -1.0861 0.7334 6.8979
Cl -1.1368 3.4856 7.8321
H -1.3541 1.5236 9.0904
C 1.0898 1.4864 11.6894
Cl 1.4261 3.1659 11.2625
Cl -0.1360 1.3986 12.9558
Cl 0.5749 0.5706 10.2659
H 2.0028 1.0411 12.0667
```


No. 4
C21H31F5OP2Re | the ωB97M-V functional and the def2-TZVPD basis

The energy relative to the best compared isomer or geometry (same formula, charge and spin) comes out at 33.10 kJ/mol. Its HOMO-LUMO gap (alpha / beta) is 6.97 / 6.41 eV. As for the charge: +2. Its spin multiplicity is 4.

```
61
C21H31F5OP2Re, DFT the ωB97M-V functional and the def2-TZVPD basis
P 2.6482 0.2121 -1.4283
P 1.7592 -1.7083 2.1153
C 3.4884 -0.3382 0.1297
C 3.1218 -1.6476 0.8695
H 3.5059 0.5094 0.8324
H 4.5287 -0.4674 -0.2028
H 2.9834 -2.4962 0.1751
H 3.9931 -1.9252 1.4922
C 2.3564 -0.8663 3.5962
H 1.5174 -0.6250 4.2580
H 2.8391 0.0868 3.3413
H 3.0599 -1.5052 4.1241
C 1.6109 -3.4713 2.5458
H 2.4184 -3.7485 3.2333
H 1.6458 -4.0807 1.6300
H 0.6437 -3.6655 3.0376
C 3.7006 1.5437 -2.0379
H 3.2091 2.0029 -2.9026
H 4.6543 1.0913 -2.3515
H 3.8684 2.2789 -1.2392
C 2.7889 -1.1680 -2.5788
H 2.5968 -2.1431 -2.1060
H 3.8171 -1.1674 -2.9551
H 2.1090 -1.0200 -3.4238
Re -1.0138 1.4370 -1.9084
C -0.0382 -1.3072 2.1410
C -0.1550 0.1449 2.3181
C 0.6583 1.1769 1.6376
C 0.5676 1.6696 0.1223
C 1.0135 0.7826 -1.0789
C -0.0187 -0.3644 -1.4099
C 0.1472 -1.5439 -0.4511
C -0.7302 -1.7723 0.7919
C -1.8458 1.3094 -3.7514
H -0.5287 -1.8426 2.9782
H -1.2070 0.4478 2.4448
H 1.7392 1.0790 1.8881
H 0.3605 2.1189 2.1367
H -0.4933 2.1298 -0.0796
H 1.2147 2.5641 0.0415
H 0.8656 1.5365 -1.9913
H 0.1105 -0.7378 -2.4406
H 1.1707 -1.3643 -0.0880
H 0.2013 -2.4691 -1.0610
H -1.6828 -1.2490 0.6719
H -0.9727 -2.8580 0.8562
H -2.6031 0.4990 -3.8131
H -1.0714 1.1658 -4.5235
H -2.3553 2.2870 -3.9233
F -7.8251 2.0075 0.4308
C -6.5193 1.8200 0.1686
C -5.9454 0.5704 0.3921
F -6.6987 -0.4387 0.8640
C -4.5938 0.3887 0.1187
F -4.0252 -0.8179 0.3670
C -3.7862 1.4159 -0.4622
O -2.5530 1.2267 -0.8911
C -4.4300 2.6748 -0.6309
F -3.7071 3.6918 -1.1609
C -5.7686 2.8687 -0.3317
F -6.3450 4.0709 -0.5269
```


Number 1: E_tot -83713.2832 eV. Number 2: E_tot -59794.9222 eV. Number 3: E_tot -409223.5404 eV. Number 4: E_tot -58599.0203 eV.